Entry from the OMol25 dataset: a molecular structure, C10H13AgClI2N6O4 (ωB97M-V with the def2-TZVPD basis set).

Structure (XYZ):
```
37
C10H13AgClI2N6O4, DFT ωB97M-V with the def2-TZVPD basis set
Ag -0.670 1.029 0.924
I -0.433 3.597 2.866
C -0.585 2.112 4.364
I -1.794 0.405 4.017
H -0.993 2.596 5.239
H 0.420 1.737 4.509
N 0.702 -2.170 1.991
C 0.703 -2.214 0.649
N 1.244 -3.284 0.052
C 1.180 -3.256 -1.270
N 1.676 -4.335 -1.941
N 0.668 -2.272 -2.021
C 0.188 -1.252 -1.314
N 0.141 -1.170 0.002
C -0.353 -0.103 -2.122
C -0.860 -0.335 -3.396
C -1.357 0.738 -4.114
C -1.323 1.998 -3.540
C -0.793 2.128 -2.267
N -0.319 1.103 -1.568
H 1.366 -2.785 2.431
H 0.624 -1.244 2.402
H 2.270 -4.950 -1.413
H 1.871 -4.203 -2.917
H -0.849 -1.340 -3.791
H -1.770 0.592 -5.104
H -1.703 2.866 -4.061
H -0.765 3.090 -1.769
O 3.376 -0.589 2.534
Cl 2.714 0.655 2.196
O 3.371 1.770 2.835
O 2.689 0.827 0.760
O 1.313 0.587 2.686
C -2.714 1.809 0.606
H -2.667 2.866 0.306
H -3.392 1.744 1.463
H -3.174 1.251 -0.224
```

Values from the calculation:
HOMO = -3.48 eV
Total charge = -1
DFT total energy = -60430.031 eV
Energy above the lowest of the compared OMol25 structures with the same formula, charge and spin = 1.31 kcal per mole
Multiplicity = 1
Largest force on an atom = 0.012 Eh/bohr

Entry from the OMol25 dataset: a molecular structure, C25H32AsF6LaN4O4PS2 at a distorted geometry (ωB97M-V with the def2-TZVPD basis set).

Structure (XYZ):
```
76
C25H32AsF6LaN4O4PS2, DFT ωB97M-V with the def2-TZVPD basis set
La -0.664 -1.385 1.090
O 1.572 -1.471 1.339
S 1.372 -1.203 2.809
O 1.226 -2.398 3.565
O 0.126 -0.341 2.811
C 2.575 -0.053 3.317
C 3.392 -0.251 4.412
C 4.163 0.820 4.847
C 4.083 2.048 4.206
C 3.264 2.230 3.093
C 2.500 1.173 2.631
P 1.452 1.359 1.136
C 0.446 2.820 1.412
C 0.790 4.052 0.840
C 0.044 5.176 1.151
C -1.043 5.083 2.010
C -1.395 3.859 2.567
C -0.663 2.725 2.264
C 2.615 1.667 -0.182
C 3.945 1.243 -0.053
C 4.840 1.458 -1.088
C 4.414 2.064 -2.264
C 3.088 2.467 -2.407
C 2.186 2.259 -1.382
H 3.407 -1.210 4.918
H 4.814 0.697 5.703
H 4.662 2.884 4.576
H 3.222 3.192 2.595
H 1.641 4.139 0.182
H 0.316 6.131 0.719
H -1.620 5.969 2.247
H -2.240 3.789 3.239
H -0.946 1.778 2.699
H 4.285 0.757 0.852
H 5.872 1.153 -0.976
H 5.115 2.218 -3.075
H 2.764 2.944 -3.324
H 1.153 2.561 -1.497
C -0.342 -2.225 -3.759
N -0.041 -1.084 -2.881
C 1.254 -1.212 -2.225
C -0.976 -0.218 -2.473
S -0.905 0.553 -0.912
N -1.977 0.124 -3.293
C -3.160 0.863 -2.838
C -1.887 0.026 -4.759
H -0.096 -3.138 -3.214
H 0.257 -2.192 -4.669
H -1.392 -2.262 -4.013
H 1.994 -1.473 -2.982
H 1.244 -2.011 -1.480
H 1.552 -0.281 -1.766
H -3.336 0.710 -1.778
H -4.022 0.515 -3.406
H -3.035 1.932 -3.013
H -0.858 -0.114 -5.074
H -2.248 0.965 -5.177
H -2.506 -0.779 -5.153
F -2.668 -0.645 1.683
As -3.157 -2.218 2.703
F -4.417 -1.315 3.325
F -3.950 -2.575 1.254
F -3.615 -3.652 3.429
F -1.708 -3.199 1.972
F -1.973 -1.682 3.793
C -3.706 -5.430 -0.711
N -2.504 -4.610 -0.576
C -2.402 -3.341 -0.940
N -3.391 -2.788 -1.673
O -1.359 -2.661 -0.673
H -3.573 -6.333 -0.123
H -3.879 -5.719 -1.749
H -4.575 -4.902 -0.317
H -1.705 -5.000 -0.107
H -4.284 -3.251 -1.721
H -3.424 -1.783 -1.684
```

Values from the calculation:
HOMO (spin up / spin down) = -14.04 / -14.55 eV
Total charge = +2
DFT total energy = -149549.217 eV
Energy above the lowest of the compared OMol25 structures with the same formula, charge and spin = 15.43 kcal per mole
Multiplicity = 2
Largest force on an atom = 0.105 Eh/bohr